(1)
{
  "formula": "C2H4FIO",
  "method": "wB97M-V/def2-TZVPD",
  "symbols": ["C", "C", "O", "F", "I", "H", "H", "H", "H"],
  "xyz": [[-0.9745, -0.0378, -0.8981], [0.7957, -0.1388, 1.1073], [-1.0535, 0.2919, 0.4267], [1.1771, -1.3152, 0.5988], [1.9806, 1.5242, 0.3710], [-0.1468, 0.4393, -1.3879], [-1.6897, 0.4763, -1.3836], [-0.9588, -1.1798, -1.0192], [0.8700, -0.0600, 2.1850]],
  "forces_ev_per_a": [[2.3, -3.0, 1.1], [-1.7, 1.4, -2.2], [3.9, -0.7, 2.8], [-0.7, 1.0, 0.5], [-0.6, -0.8, 0.1], [1.4, -0.1, -0.3], [-3.5, 1.1, -1.6], [-0.2, 1.6, -0.5], [-0.8, -0.5, 0.1]],
  "homo_ha": -0.3598,
  "spin_multiplicity": 1,
  "gap_ev": 9.381,
  "e_above_lowest_kcal_mol": 68.6,
  "e_tot_ha": -551.2689
}

(2)
{
  "formula": "C3H8N3S2",
  "method": "wB97M-V/def2-TZVPD",
  "symbols": ["C", "C", "C", "N", "N", "N", "S", "S", "H", "H", "H", "H", "H", "H", "H", "H"],
  "xyz": [[-1.6546, -1.2088, 0.8413], [0.9901, -1.7000, 0.9608], [-0.5383, 2.0442, -0.0931], [-1.3939, -0.1680, 0.1231], [-0.1806, 0.4886, -0.0217], [0.9114, -2.2438, -0.2390], [-3.0402, -2.0241, 0.9487], [-0.2488, -1.4954, 2.0841], [1.9565, -1.4145, 1.2276], [-1.4419, 2.3018, -0.6098], [-0.6371, 2.4240, 0.8575], [0.4286, 2.4728, -0.6023], [-2.2067, 0.3263, -0.3074], [0.0889, -2.7749, -0.5437], [1.6128, -2.0989, -0.9214], [0.2180, 0.3461, -0.9444]],
  "forces_ev_per_a": [[-0.1, -1.9, 2.3], [-1.0, -0.9, -1.2], [3.9, -1.9, -1.9], [-0.9, 2.5, -2.4], [-0.7, 3.4, -0.1], [-1.5, -0.1, 1.1], [0.1, -0.2, 0.0], [-0.4, -0.3, -0.7], [1.5, 0.7, 0.6], [-0.4, -0.4, -0.9], [0.1, 0.7, 2.3], [-2.2, -0.4, 1.0], [0.7, -1.0, 0.3], [0.2, 0.5, 0.2], [1.0, -0.1, -0.4], [-0.3, -0.6, -0.2]],
  "homo_ha": -0.4672,
  "spin_multiplicity": 1,
  "gap_ev": 7.724,
  "charge": 1,
  "e_above_lowest_kcal_mol": 63.0,
  "e_tot_ha": -1079.4136
}

(3)
{
  "formula": "C16H16ClF6O6",
  "method": "wB97M-V/def2-TZVPD",
  "symbols": ["O", "C", "O", "C", "Cl", "C", "C", "C", "C", "C", "C", "H", "H", "H", "H", "H", "H", "C", "C", "O", "C", "O", "C", "F", "F", "F", "H", "H", "H", "H", "H", "C", "C", "O", "C", "O", "C", "F", "F", "F", "H", "H", "H", "H", "H"],
  "xyz": [[-1.0649, -4.0646, -0.7479], [0.1302, -4.1692, -0.8575], [0.7908, -5.3035, -0.9029], [0.3577, -6.2635, -1.9633], [1.6058, -5.8879, -3.3565], [0.9541, -2.9166, -0.9204], [1.5156, -2.5129, -2.1303], [2.2272, -1.3191, -2.1643], [2.4019, -0.5392, -1.0271], [1.8307, -0.9699, 0.1666], [1.1121, -2.1577, 0.2317], [-0.5346, -5.8085, -2.4011], [1.3999, -3.1200, -3.0126], [2.6508, -0.9889, -3.1029], [2.9499, 0.3873, -1.0722], [1.9186, -0.3871, 1.0723], [0.6694, -2.4867, 1.1578], [-2.5103, -1.1536, 5.7937], [-1.8478, -1.5026, 4.4782], [-1.6274, -0.3334, 3.6649], [-0.6136, 0.4414, 4.0105], [0.1427, 0.2793, 4.9222], [-0.4989, 1.6027, 3.0098], [-1.6804, 2.2102, 2.8233], [-0.0811, 1.1363, 1.8298], [0.3647, 2.5214, 3.4343], [-3.4420, -0.6141, 5.6182], [-2.7278, -2.0616, 6.3548], [-1.8704, -0.5177, 6.4038], [-2.4958, -2.1430, 3.8851], [-0.9054, -2.0290, 4.6237], [-1.1851, 2.8224, -1.2874], [-0.5386, 2.2981, -2.5505], [-0.2960, 3.3560, -3.5069], [0.7345, 4.1447, -3.2616], [1.4978, 4.0780, -2.3444], [0.8539, 5.1937, -4.3813], [-0.3231, 5.7871, -4.6195], [1.2637, 4.6148, -5.5183], [1.7340, 6.1353, -4.0535], [-2.1053, 3.3606, -1.5204], [-1.4172, 1.9950, -0.6183], [-0.5269, 3.5129, -0.7616], [-1.2044, 1.6034, -3.0562], [0.3911, 1.7697, -2.3417]],
  "forces_ev_per_a": [[-0.8, 0.0, 0.0], [0.1, 0.3, 0.1], [0.1, 0.2, -0.4], [0.1, -0.9, 0.3], [0.0, 0.1, -0.3], [0.2, -0.3, 0.1], [0.1, 0.4, 0.6], [0.0, 0.0, -0.2], [-0.4, -0.4, 0.2], [0.0, 0.0, 0.2], [0.2, 0.4, -0.6], [-0.1, 0.2, 0.0], [0.0, -0.2, -0.1], [0.1, 0.0, -0.1], [0.1, 0.1, 0.0], [0.2, 0.2, 0.0], [-0.1, 0.0, 0.1], [0.0, 0.3, 0.0], [-0.1, -0.4, 0.2], [0.0, 0.1, -0.1], [-0.1, -0.3, 0.1], [0.1, 0.1, 0.0], [0.0, 0.3, -0.2], [0.0, -0.1, 0.0], [0.0, 0.0, 0.0], [0.0, -0.1, 0.0], [0.0, -0.1, 0.0], [0.0, 0.0, 0.0], [0.1, -0.1, 0.0], [0.0, 0.1, -0.1], [0.1, 0.1, 0.0], [0.0, 0.3, 0.0], [-0.1, -0.4, 0.3], [0.0, 0.1, -0.1], [-0.1, -0.3, 0.2], [0.1, 0.1, 0.0], [0.0, 0.2, -0.1], [0.0, 0.0, 0.0], [0.0, 0.0, 0.0], [0.0, 0.0, 0.0], [-0.1, -0.1, 0.0], [0.0, 0.0, 0.0], [0.1, -0.1, 0.0], [0.0, 0.1, -0.2], [0.1, 0.1, 0.0]],
  "homo_ha": -0.1066,
  "spin_multiplicity": 1,
  "gap_ev": 5.168,
  "charge": -1,
  "e_above_lowest_kcal_mol": 0.0,
  "e_tot_ha": -2130.1450
}